[1]
ORCA calculation (ωB97M-V/def2-TZVPD) on a structure of composition C28H46BN8Pd in a non-equilibrium geometry.

Computed properties:
- 2S+1: 5
- E_LUMO (spin up / spin down): -8.2 / -12.4 eV
- Orbital gap (spin up / spin down): 9.16 / 4.87 eV
- F_max: 0.0877 Eh/bohr
- Total charge: +3
- Highest occupied orbital energy (spin up / spin down): -0.6370 / -0.6358 Ha

CARTESIAN COORDINATES (ANGSTROEM)
Pd  0.65887  -0.26070  0.26843
N  2.73420  1.31962  3.54366
N  -0.37084  -1.39439  -0.97117
N  1.04600  0.92028  -1.25792
N  -1.96868  1.04015  -0.30219
N  1.32103  0.78240  1.86572
N  -0.05216  1.39925  -2.08101
N  -2.62333  0.01403  0.32640
N  -1.26766  -0.74090  -1.89564
C  -1.86193  3.55370  -0.15699
C  2.23413  0.30369  2.76362
C  -3.14411  1.94810  1.39577
C  2.21341  1.30294  -1.94262
C  3.78790  2.36201  -0.49035
C  -3.93647  -0.36265  2.50998
C  3.63359  1.08085  4.72664
C  3.87741  -0.10549  -0.52346
C  1.12883  2.13954  2.27291
C  -0.15353  -3.83827  0.97097
C  -0.38893  -2.71574  -1.32349
C  2.06496  2.47287  3.23243
C  -1.85609  -1.68435  -2.65136
C  0.15758  -5.06289  -1.24782
C  -2.34108  2.24891  0.27196
C  -1.26915  -2.93998  -2.38320
C  -0.20368  2.71567  -4.26707
C  -3.28703  0.54315  1.37503
C  0.44800  2.04267  -3.12381
C  3.58353  1.15045  -1.36672
C  -3.00354  -0.28881  3.74373
C  -5.34776  0.21253  2.71165
C  1.82874  -3.33532  -0.48229
C  4.57362  1.32088  -2.52864
C  -2.84011  -1.20160  -3.61900
C  0.32916  -3.71906  -0.53879
C  -3.98667  -1.81401  1.90153
C  1.85543  2.13062  -3.00124
B  -1.50559  0.74076  -1.73538
H  -5.15656  1.16206  3.21997
H  2.48872  -4.21534  -0.23558
H  -2.12156  4.34275  0.56831
H  4.67494  1.13705  4.31383
H  -1.17197  -4.19626  1.06953
H  2.55994  2.62061  -3.71466
H  -3.24084  -1.04421  4.45835
H  2.29117  3.28523  3.86685
H  0.46840  2.80504  1.76998
H  1.95034  -2.50628  0.26800
H  -5.83017  -0.44818  3.42222
H  4.91434  0.01905  -0.18208
H  -3.51504  2.49876  2.22753
H  4.84878  2.54457  -0.37968
H  -2.23661  1.27664  -2.55078
H  3.44569  0.09444  5.23995
H  -2.40885  3.90354  -1.02492
H  -4.34190  -1.76424  0.83930
H  -0.81332  3.40231  -0.46070
H  -0.38738  2.00270  -5.12609
H  -2.23159  -0.47281  -4.24599
H  0.54145  -5.07872  -2.28315
H  5.54902  0.96936  -2.28961
H  -0.06074  -2.84760  1.50612
H  0.59886  3.46681  -4.57982
H  -3.70619  -0.72197  -3.20079
H  3.19544  -0.20786  0.31491
H  4.20089  0.81484  -3.40883
H  3.47886  2.15654  0.54933
H  -1.25015  -3.81710  -2.93378
H  0.58587  -5.87022  -0.65987
H  -5.89091  0.30684  1.78072
H  2.14974  -2.79876  -1.37699
H  2.50605  -0.74427  2.84726
H  -4.76596  -2.42092  2.44790
H  3.52268  1.88064  5.45445
H  3.33948  3.27503  -0.89376
H  3.78966  -1.11948  -1.00059
H  -3.19571  -2.03272  -4.27173
H  0.56815  -4.47832  1.48403
H  -1.92414  -0.36137  3.51445
H  -0.91535  -5.31109  -1.31333
H  -3.11527  0.72943  4.10185
H  -2.96209  -2.23697  1.81934
H  -1.07375  3.35991  -4.06167
H  4.57955  2.35968  -2.88011

[2]
ORCA calculation (ωB97M-V/def2-TZVPD) on the ion C28H46Br2Cl2N3O5P2 with charge +1 in a non-equilibrium geometry.

Computed properties:
- 2S+1: 1
- SMILES: CC(C)=CCC[C@@H](C)CC[C@H]1O[C@](CCCCl)(P(O)Cl)N(CP(=O)(O)O)C(N[C@@H](Br)[C@@H](C)Br)=[N+]1CCc1ccccc1
- E_LUMO: -3.2 eV
- Orbital gap: 6.54 eV
- Energy above the lowest of the compared OMol25 structures with the same formula, charge and spin: 0.00 kJ/mol
- F_max: 0.0446 Eh/bohr
- Total charge: +1
- Highest occupied orbital energy: -0.3595 Ha

CARTESIAN COORDINATES (ANGSTROEM)
Br  2.43644  4.16468  1.33988
Br  0.33902  2.55791  4.85313
Cl  0.69772  3.12424  -3.90553
Cl  -3.40293  1.28902  -4.41839
P  -2.32438  4.39124  -0.80313
P  1.17541  2.85686  -1.92370
O  -3.45047  3.49772  -1.00153
O  -2.79252  5.72565  -0.03046
O  -1.61274  4.88801  -2.14485
O  2.40692  1.79932  -1.91536
O  0.46458  0.52116  -0.86661
N  -1.32070  0.29711  0.72314
N  -0.29883  1.63542  2.36302
N  -0.51703  2.38096  0.14543
C  -4.37339  -1.50500  -0.75866
C  -1.01755  3.74340  0.29432
C  -5.68529  0.31017  -1.63240
C  -1.68710  0.84662  -4.56719
C  3.44297  -4.50019  3.92607
C  3.66503  -3.24461  0.38913
C  -0.19898  -0.38228  -0.01489
C  1.92663  -2.16047  -1.07624
C  -0.57563  -1.71803  -0.62982
C  -0.72181  1.47652  1.13310
C  0.46030  2.75418  2.90970
C  -1.87262  -0.53281  1.80167
C  -3.96570  -0.73466  0.33740
C  -5.27122  1.08891  -0.55225
C  -1.07698  0.46860  -3.22092
C  -3.07651  -1.38397  1.36680
C  3.97654  -3.57384  2.85150
C  -5.21903  -0.99653  -1.74350
C  2.46834  1.37164  2.06273
C  -0.20057  1.74692  -1.14272
C  5.40902  -3.09029  2.88003
C  2.45352  -3.51395  -0.51503
C  0.48193  -2.26731  -1.58313
C  -1.36668  1.51071  -2.11305
C  -4.42592  0.57910  0.42780
C  3.17109  -3.18226  1.83510
C  1.96927  2.72364  2.55238
C  2.84995  -1.72864  -2.22324
H  -1.71156  2.41332  -2.61024
H  0.02306  3.72108  2.70911
H  -5.64311  2.09891  -0.48081
H  5.41234  -2.02269  2.69017
H  -1.44008  3.87018  1.28910
H  -2.16646  6.44143  -0.20257
H  -0.18458  4.45405  0.26309
H  5.89808  -3.31787  3.82131
H  3.21820  2.32103  -1.88290
H  2.18061  -2.76582  2.00408
H  -2.22627  1.15992  -1.54367
H  4.11861  -2.28179  0.13909
H  -1.66973  -0.05425  -5.17527
H  2.75492  -3.98052  4.59954
H  2.26898  1.25154  0.99591
H  -1.11473  -1.21523  2.20964
H  -4.03835  -2.53259  -0.84070
H  -5.49695  -1.64166  -2.56281
H  -1.57654  -1.68185  -1.06004
H  -1.61214  -0.43412  -2.93739
H  2.51494  2.93592  3.46075
H  2.07950  -1.43832  -0.27102
H  -0.64573  -2.41801  0.20569
H  -4.12282  1.19024  1.26890
H  3.54621  1.32477  2.17812
H  4.39516  -4.03756  0.26779
H  0.40116  -1.86284  -2.58774
H  2.71954  -4.11015  -1.38460
H  1.62813  -3.93203  0.05970
H  0.52614  -0.62921  0.77459
H  -6.34665  0.69659  -2.39238
H  -1.53011  5.84686  -2.18701
H  -2.18057  0.10033  2.63213
H  5.98273  -3.54131  2.06319
H  -1.11275  1.58638  -5.10895
H  2.01264  0.54328  2.60089
H  -0.01315  0.28305  -3.34773
H  2.88098  -2.53632  -2.95506
H  -3.63426  -1.64091  2.26762
H  -2.72196  -2.32583  0.95903
H  2.86876  -5.27576  3.43382
H  2.50457  -0.80552  -2.68474
H  -0.47441  0.89612  3.02870
H  4.25133  -4.97995  4.46983
H  0.26234  -3.33074  -1.69706
H  3.87388  -1.57699  -1.88884